ORCA calculation (ωB97M-V/def2-TZVPD) on a molecular structure, C32H27F4N4PbS2Te.

Cartesian coordinates (Å):
Pb: -0.390 0.817 -1.307
C: 2.844 1.802 -2.094
C: 2.344 0.925 -3.229
N: 1.312 -0.087 -2.886
C: 0.717 -0.601 -4.148
C: -0.258 0.354 -4.808
C: 1.852 -1.245 -2.135
C: 2.145 -1.023 -0.654
N: 1.148 -0.173 -0.010
C: 1.338 0.113 1.318
C: 0.617 1.149 1.937
F: -0.215 1.905 1.165
C: 0.735 1.495 3.265
F: -0.006 2.512 3.720
C: 1.599 0.826 4.108
C: 2.330 -0.195 3.536
F: 3.182 -0.899 4.289
C: 2.211 -0.552 2.202
F: 2.939 -1.617 1.801
H: 3.480 2.580 -2.517
H: 2.033 2.312 -1.572
H: 3.432 1.262 -1.360
H: 1.912 1.568 -3.995
H: 3.184 0.393 -3.698
H: 1.532 -0.858 -4.835
H: 0.203 -1.532 -3.907
H: -1.129 0.547 -4.177
H: -0.628 -0.091 -5.731
H: 0.185 1.313 -5.069
H: 1.095 -2.023 -2.220
H: 2.760 -1.614 -2.628
H: 2.176 -2.029 -0.220
H: 3.150 -0.613 -0.514
H: 1.708 1.092 5.148
S: 2.333 -4.980 0.191
C: 3.140 -6.318 0.876
C: 2.678 -6.605 2.125
C: 1.645 -5.725 2.533
C: 1.343 -4.788 1.582
C: 0.348 -3.720 1.670
C: -0.148 -3.116 0.515
N: -1.024 -2.117 0.515
C: -1.443 -1.574 1.697
C: -1.074 -2.209 2.898
C: -1.606 -1.751 4.153
C: -2.439 -0.697 4.201
C: -2.748 0.038 3.010
C: -3.521 1.207 3.060
C: -3.742 1.946 1.918
C: -3.120 1.481 0.742
N: -2.386 0.398 0.669
C: -2.224 -0.357 1.768
C: -4.549 3.167 1.916
C: -5.394 3.607 2.900
C: -6.021 4.834 2.579
C: -5.643 5.305 1.359
S: -4.526 4.268 0.595
C: -0.175 -3.277 2.866
H: 3.915 -6.820 0.324
H: 3.053 -7.415 2.728
H: 1.136 -5.803 3.481
H: 0.139 -3.470 -0.466
H: -1.324 -2.283 5.050
H: -2.859 -0.361 5.140
H: -3.922 1.526 4.012
H: -3.232 2.047 -0.178
H: -5.578 3.068 3.816
H: -6.723 5.341 3.222
H: -5.958 6.210 0.870
H: 0.129 -3.729 3.800
Te: -1.833 -1.813 -1.475

Calculated values
- total charge = +1
- relative energy (zero: lowest compared OMol25 entry of this formula, charge and spin) (eV) = 0.2331
- E_HOMO (Eh) = -0.375
- orbital gap (eV) = 6.61

***

ORCA calculation (ωB97M-V/def2-TZVPD) on a molecular structure, C32H27N4NiOP2SSe2.

Cartesian coordinates (Å):
Ni: 0.582 -3.050 2.563
Se: -1.370 4.088 1.809
P: -1.205 2.344 0.611
C: -0.028 2.688 -0.743
C: 1.127 3.404 -0.430
C: 2.038 3.725 -1.421
C: 1.808 3.333 -2.734
C: 0.662 2.626 -3.052
C: -0.258 2.312 -2.057
C: -2.806 2.047 -0.203
C: -3.602 0.984 0.197
C: -4.891 0.854 -0.309
C: -5.378 1.773 -1.222
C: -4.580 2.837 -1.631
C: -3.305 2.980 -1.113
C: -0.734 0.844 1.458
C: -0.375 -0.497 1.177
N: -0.242 -1.100 2.375
N: -0.502 -0.218 3.325
N: -0.790 0.953 2.805
P: -0.081 -1.571 -0.240
Se: 0.224 -3.634 0.158
C: 1.306 -0.863 -1.183
C: 1.666 -1.445 -2.398
C: 2.797 -1.014 -3.071
C: 3.598 -0.021 -2.519
C: 3.257 0.540 -1.299
C: 2.110 0.124 -0.634
C: -1.560 -1.430 -1.314
C: -1.587 -0.817 -2.559
C: -2.742 -0.846 -3.337
C: -3.870 -1.503 -2.877
C: -3.843 -2.137 -1.639
C: -2.700 -2.101 -0.863
H: 1.286 3.723 0.593
H: 2.935 4.277 -1.167
H: 2.529 3.574 -3.507
H: 0.477 2.314 -4.073
H: -1.161 1.775 -2.310
H: -3.218 0.267 0.912
H: -5.508 0.024 0.012
H: -6.381 1.664 -1.619
H: -4.958 3.562 -2.342
H: -2.695 3.830 -1.395
H: 1.074 -2.265 -2.788
H: 3.070 -1.472 -4.015
H: 4.494 0.304 -3.034
H: 3.887 1.302 -0.856
H: 1.850 0.540 0.331
H: -0.701 -0.324 -2.934
H: -2.752 -0.356 -4.304
H: -4.771 -1.525 -3.481
H: -4.720 -2.661 -1.277
H: -2.661 -2.618 0.090
O: 2.490 -2.019 1.852
N: 3.250 -1.628 2.843
C: 3.992 -0.514 2.675
C: 4.843 -0.032 3.636
C: 4.929 -0.735 4.844
C: 4.169 -1.862 5.016
C: 3.291 -2.364 4.021
S: 2.316 -3.726 4.179
H: 3.854 -0.053 1.709
H: 5.408 0.869 3.444
H: 5.580 -0.390 5.639
H: 4.203 -2.425 5.938
C: -1.044 -4.153 3.328
H: -0.988 -5.211 3.021
H: -2.013 -3.768 2.965
H: -1.082 -4.135 4.429

Calculated values
- total charge = -2
- multiplicity = 2
- relative energy (zero: lowest compared OMol25 entry of this formula, charge and spin) (eV) = 0.0000
- ⟨S²⟩ = 0.7648
- E_HOMO (spin up / spin down) (Eh) = 0.022 / 0.021
- orbital gap (spin up / spin down) (eV) = 3.43 / 3.46

***

ORCA calculation (ωB97M-V/def2-TZVPD) on a molecular structure, C32H27N9NiO3S2.

Cartesian coordinates (Å):
Ni: -0.232 0.368 0.638
C: 1.570 3.763 4.705
C: 1.338 2.438 5.048
C: 1.330 1.455 4.070
C: 1.538 1.787 2.734
C: 1.773 3.115 2.396
C: 1.796 4.097 3.377
N: 1.473 0.797 1.715
C: 2.369 -0.185 1.725
C: 3.569 -0.188 2.517
C: 4.491 -1.175 2.377
C: 4.303 -2.254 1.471
C: 3.179 -2.298 0.709
C: 2.191 -1.286 0.823
N: 1.010 -1.312 0.117
N: 0.953 -2.164 -0.818
C: -0.310 -2.482 -1.325
C: -0.315 -3.205 -2.521
C: -1.525 -3.598 -3.053
C: -2.693 -3.280 -2.373
C: -2.583 -2.566 -1.190
N: -1.425 -2.173 -0.670
H: 1.562 4.532 5.467
H: 1.149 2.167 6.079
H: 1.128 0.422 4.330
H: 1.925 3.364 1.353
H: 1.990 5.126 3.100
H: 3.743 0.637 3.193
H: 5.398 -1.137 2.970
H: 5.050 -3.033 1.395
H: 3.002 -3.107 0.016
H: 0.628 -3.431 -2.999
H: -1.563 -4.145 -3.986
H: -3.664 -3.585 -2.739
H: -3.475 -2.296 -0.633
N: -3.752 3.012 -4.420
C: -2.673 2.662 -3.672
O: -1.538 2.941 -4.005
C: -2.945 1.909 -2.401
C: -4.188 1.778 -1.797
C: -4.287 1.065 -0.615
C: -3.143 0.517 -0.063
N: -1.938 0.676 -0.621
C: -1.850 1.345 -1.766
H: -3.581 3.491 -5.287
H: -4.685 2.717 -4.207
H: -5.076 2.235 -2.217
H: -5.233 0.943 -0.106
H: -3.194 -0.042 0.862
H: -0.870 1.460 -2.212
N: 0.448 -5.190 4.897
C: -0.200 -4.031 4.501
C: -1.478 -3.732 4.989
C: -2.093 -2.543 4.657
C: -1.444 -1.635 3.822
C: -0.188 -1.927 3.323
C: 0.430 -3.119 3.656
S: -2.308 -0.140 3.495
O: -2.403 0.616 4.720
O: -3.563 -0.476 2.855
N: -1.307 0.587 2.457
C: -1.457 1.926 2.231
S: -2.298 3.142 3.151
C: -1.903 4.303 1.932
C: -1.164 3.736 0.959
N: -0.898 2.400 1.138
H: -0.124 -5.926 5.272
H: 1.217 -5.504 4.332
H: -1.981 -4.441 5.636
H: -3.081 -2.310 5.036
H: 0.311 -1.225 2.679
H: 1.415 -3.344 3.260
H: -2.221 5.329 2.017
H: -0.774 4.241 0.087

Calculated values
- total charge = 0
- multiplicity = 3
- relative energy (zero: lowest compared OMol25 entry of this formula, charge and spin) (eV) = 0.0000
- ⟨S²⟩ = 2.0169
- E_HOMO (spin up / spin down) (Eh) = -0.258 / -0.259
- orbital gap (spin up / spin down) (eV) = 6.04 / 6.02

***

> Which of these has the lowest total charge?

C32H27N4NiOP2SSe2